(1)
Entry from the OMol25 dataset: a structure of composition C9H6N4PdS7 (ωB97M-V with the def2-TZVPD basis set).

The geometry in XYZ format:
```
27
Properties=species:S:1:pos:R:3:forces:R:3
C -3.114 -2.146 0.095 0.24 -0.01 0.01
S -2.941 -0.417 0.032 0.15 -0.03 0.01
S 4.569 0.007 0.195 0.12 0.10 0.09
N 2.794 -1.966 -0.560 0.05 -0.01 -0.06
C 3.839 1.577 0.313 -0.27 -0.08 -0.05
H 4.393 2.442 0.632 0.05 0.01 0.00
S -4.747 -2.765 0.146 -0.03 -0.08 0.01
Pd -0.461 -0.454 -0.134 -0.26 -0.25 0.07
C -4.424 -4.436 0.220 -0.19 -0.20 -0.09
N 2.068 0.225 -0.316 0.36 -0.05 -0.04
C 3.015 -0.654 -0.249 -0.42 -0.01 -0.04
C 1.584 3.840 0.320 -0.08 -0.27 -0.06
C -0.651 3.025 -0.237 -0.01 -0.42 -0.03
S -0.412 -2.926 0.125 -0.02 0.15 0.02
N 0.224 2.075 -0.308 -0.06 0.36 -0.04
H -2.639 3.273 0.042 0.00 0.00 0.01
C 1.480 2.518 0.006 0.00 0.26 0.04
H 3.257 -2.643 0.025 0.01 0.00 0.01
H -2.127 1.795 -0.616 -0.02 0.02 0.01
N -1.964 2.810 -0.546 -0.02 0.05 -0.06
C -2.140 -3.112 0.130 -0.02 0.24 -0.01
S 0.017 4.576 0.209 0.10 0.12 0.08
S -2.749 -4.747 0.218 -0.08 -0.03 0.01
H 2.453 4.390 0.636 0.01 0.05 0.00
H 1.778 -2.126 -0.625 0.01 -0.03 0.01
C 2.516 1.478 0.002 0.26 0.00 0.04
S -5.619 -5.639 0.243 0.10 0.10 0.06
```
Positions in Å, forces in eV/Å.

Calculated values
Charge: -2
Energy relative to the best compared isomer or geometry (same formula, charge and spin), eV: 0.137
E, hartree: -3480.8426
F_max, eV Å⁻¹: 0.42

The computed Löwdin charges, all in e, follow: -1.202, 0.334, 0.951, 0.073, -0.388, 0.050, 0.822, -0.100, -1.571, 0.053, -0.709, -0.388, -0.708, 0.334, 0.054, 0.080, -0.342, 0.080, -0.027, 0.074, -1.202, 0.951, 0.822, 0.050, -0.026, -0.342, 0.278

(2)
Entry from the OMol25 dataset: a structure of composition C24H46As2F12N6O4 in a non-equilibrium geometry (ωB97M-V with the def2-TZVPD basis set).

The geometry in XYZ format:
```
94
Properties=species:S:1:pos:R:3:forces:R:3
N 6.822 -4.338 0.855 1.04 1.17 -1.41
N -2.511 2.452 -12.581 2.12 0.59 1.97
C -0.435 4.630 2.557 -0.06 2.12 2.24
C 7.271 6.379 1.054 0.65 3.44 -2.67
C -7.789 -3.386 5.031 1.08 0.96 0.78
C -6.610 -2.608 4.705 -1.06 -0.29 -0.18
F 1.591 -8.383 2.221 -1.15 1.30 -2.33
H -1.269 2.514 -9.350 0.07 -0.77 0.19
F 3.649 -0.870 -3.258 0.19 -0.57 -0.08
H -9.034 -4.037 6.743 -0.53 0.18 -0.53
H 7.597 -6.158 0.155 0.72 0.05 0.17
H -3.414 2.064 -12.346 -0.38 0.03 0.27
C -2.025 2.137 -10.039 0.23 0.84 -0.41
H 7.499 3.736 3.124 -0.67 -0.74 -0.14
H -2.932 2.661 -9.735 -0.39 -0.15 -0.13
H -5.142 -1.176 5.647 0.17 -0.27 -0.65
C -0.568 7.479 -0.145 -1.69 -0.86 0.42
H 7.500 6.395 -1.181 -0.03 0.33 0.49
C 6.741 -5.454 3.020 0.23 0.68 0.93
O 0.800 7.137 1.710 -1.90 -1.08 0.51
C -0.256 6.898 1.188 3.96 1.44 -0.14
H -1.871 6.285 2.378 -0.04 0.27 0.84
O 7.964 -3.387 2.736 -0.68 -0.63 -1.80
C -6.509 -1.939 7.047 -2.39 0.38 -2.14
C 7.734 -5.107 -0.099 -0.84 -0.10 0.43
F -0.493 -6.963 1.936 0.22 0.06 -0.50
H -5.067 -3.278 -1.272 0.07 0.05 0.14
C -4.633 -2.601 3.091 -2.88 0.01 -1.63
F 4.757 0.278 -1.346 -0.39 0.50 -0.52
H -6.211 -1.228 7.803 0.37 -0.39 0.30
C -8.363 -2.638 8.628 0.34 1.28 0.01
As 3.388 0.583 -2.422 -0.80 0.63 -0.54
N -4.977 -2.535 0.697 -1.88 0.26 0.36
C -6.343 -2.398 0.819 0.87 -0.35 3.02
C -8.314 -3.347 6.327 1.79 0.24 -0.43
C -4.144 -2.537 1.749 -0.78 -0.92 2.18
H 6.371 3.788 1.657 0.60 0.18 -0.15
H -8.620 -3.638 8.975 -0.07 -0.05 -0.66
H -1.724 5.335 1.135 -0.20 0.31 -1.05
H -0.276 5.107 3.524 0.74 -0.03 0.00
F 2.378 -0.271 -1.177 0.61 0.64 -1.15
C -6.886 -2.387 2.128 0.58 -0.30 0.05
C -2.461 3.625 -13.495 0.92 -1.15 -0.52
H 6.063 4.759 3.117 0.10 0.14 -0.17
C 7.022 5.822 -0.387 -0.24 -1.08 1.73
H -7.678 -2.238 9.376 -0.08 0.22 -0.19
H 7.316 4.777 -0.479 0.21 -0.02 0.00
H 0.034 8.340 -0.435 0.03 -0.24 0.49
As 0.625 -7.637 0.765 0.92 -1.87 0.16
H 0.534 4.311 2.171 -0.46 0.43 -0.70
C -1.590 2.739 -11.339 3.50 3.59 1.13
H 6.805 -3.392 0.503 -0.22 0.65 -0.24
H 8.041 5.932 2.963 0.41 0.52 0.24
H 7.446 -6.285 3.044 0.03 -0.03 -0.12
H -0.390 6.638 -0.816 -0.13 0.07 -0.50
N 7.847 5.432 2.107 -2.41 -0.58 -0.72
F 1.946 0.877 -3.465 1.22 -0.16 0.90
H -3.139 3.333 -14.297 -0.03 1.00 -0.07
C -5.971 -1.865 5.709 -1.66 -0.86 2.51
H -1.421 3.537 -13.811 -0.20 0.69 -0.60
H -3.083 -2.640 1.577 0.03 0.08 -0.34
N -1.166 5.840 1.808 0.54 -2.70 -0.32
F 2.952 2.070 -1.588 0.70 -0.10 -0.22
H -1.063 3.806 2.895 -0.63 0.11 -1.23
H -4.007 -2.766 3.956 0.39 0.13 -0.28
H 8.715 -4.651 0.034 0.03 -0.56 -0.37
N -7.729 -2.564 7.279 2.26 -1.24 -0.52
F -0.362 -7.000 -0.619 1.06 -0.16 1.58
H 8.658 4.928 1.776 0.64 0.24 -0.34
C -4.497 -2.557 -0.686 0.48 0.30 -0.12
H -9.213 -1.974 8.474 -0.27 -0.28 0.80
F 4.502 1.429 -3.635 -1.58 -0.75 1.93
H -3.441 -2.828 -0.681 -0.12 0.17 -0.23
F 1.613 -6.137 0.920 -0.77 -1.22 -0.42
C 7.305 -4.266 2.268 -0.69 -1.35 2.21
C -6.091 -2.569 3.288 2.93 0.48 -0.95
H 5.896 -4.726 0.749 -0.57 -0.14 0.45
H 7.280 -4.999 -1.084 0.43 0.32 -0.05
H -8.232 -4.053 4.305 -0.03 0.04 -0.07
H -4.689 -1.537 -1.017 0.42 -0.19 -0.59
C 6.837 4.321 2.486 0.74 0.56 1.08
H -7.941 -2.252 2.315 -0.20 -0.04 -0.52
F 1.758 -8.346 -0.453 -0.93 1.06 1.56
H -2.547 4.554 -12.932 -0.65 -0.18 -0.33
H 5.939 5.802 -0.510 -0.04 0.28 -0.22
F -0.323 -9.134 0.721 0.66 1.20 0.02
H -1.634 7.704 -0.128 -0.11 0.22 -0.65
H -6.963 -2.330 -0.063 0.23 -0.01 -0.11
H 6.632 -5.087 4.041 0.16 -0.25 0.13
H -2.200 1.062 -10.067 0.19 0.07 0.13
O -0.603 3.515 -11.441 -5.01 -3.81 -0.58
H -1.902 1.715 -12.905 -0.34 -0.77 -1.15
H 5.751 -5.802 2.727 0.15 0.03 -0.46
O 7.174 7.571 1.267 0.16 -3.31 0.79
```
Positions in Å, forces in eV/Å.

Calculated values
Charge: +4
Energy relative to the best compared isomer or geometry (same formula, charge and spin), eV: 0.000
E, hartree: -7240.2330
F_max, eV Å⁻¹: 6.32

The computed Löwdin charges, all in e, follow: 0.081, 0.077, 0.063, -0.331, 0.078, -0.116, -0.358, 0.109, -0.242, 0.154, 0.114, 0.177, 0.027, 0.109, 0.107, 0.130, 0.036, 0.108, 0.035, 0.176, -0.380, 0.179, 0.193, 0.075, 0.065, -0.305, 0.122, 0.091, -0.306, 0.145, 0.044, 0.828, -0.096, 0.054, 0.027, 0.039, 0.109, 0.119, 0.162, 0.095, -0.331, 0.053, 0.030, 0.107, 0.038, 0.109, 0.082, 0.120, 0.910, 0.112, -0.305, 0.176, 0.176, 0.113, 0.114, 0.108, -0.313, 0.120, 0.052, 0.111, 0.155, 0.125, -0.313, 0.100, 0.127, 0.119, -0.082, -0.323, 0.177, 0.042, 0.121, -0.323, 0.119, -0.332, -0.394, -0.100, 0.176, 0.116, 0.136, 0.118, 0.047, 0.129, -0.305, 0.120, 0.099, -0.286, 0.100, 0.154, 0.104, 0.108, 0.140, 0.178, 0.103, 0.170

(3)
Entry from the OMol25 dataset: a structure of composition C4H5N2 in a non-equilibrium geometry (ωB97M-V with the def2-TZVPD basis set).

The geometry in XYZ format:
```
11
Properties=species:S:1:pos:R:3:forces:R:3
H 1.342 -1.851 -0.331 0.13 -0.81 -0.46
H 1.488 -0.997 1.235 0.22 0.08 -0.73
C 1.267 -0.907 0.152 1.31 0.48 1.24
H -3.957 0.002 0.770 -0.43 0.07 -0.03
N -0.072 -0.485 0.071 -2.16 1.64 2.61
C -1.945 -0.095 -0.329 -1.54 -0.35 0.88
C -0.935 0.149 0.921 2.05 -0.01 0.28
N -0.852 -0.627 -0.922 -0.12 -1.02 -4.54
H 1.919 -0.169 -0.341 -0.23 -0.25 0.24
H -1.038 -0.183 1.927 -0.28 0.04 0.77
C -3.084 -0.118 0.170 1.05 0.13 -0.26
```
Positions in Å, forces in eV/Å.

Calculated values
Charge: +1
Energy relative to the best compared isomer or geometry (same formula, charge and spin), eV: 6.494
E, hartree: -264.3767
F_max, eV Å⁻¹: 4.65

The computed Löwdin charges, all in e, follow: 0.110, 0.132, 0.054, 0.122, -0.190, -0.223, 0.125, 0.172, 0.136, 0.120, 0.442